# 1
{
  "formula": "C2H7NO",
  "method": "wB97M-V/def2-TZVPD",
  "gap_ev": [10.19, 6.96],
  "total_charge": 1,
  "spin_multiplicity": 2,
  "symbols": ["C", "C", "N", "H", "H", "H", "H", "H", "H", "H", "O"],
  "coordinates": [[0.4311, -0.1162, -1.1295], [-0.9476, -0.3303, -1.0302], [-1.8248, 0.6122, -1.0474], [0.6672, 0.9074, -1.0184], [1.1424, -0.7758, -1.6012], [-1.4522, -1.2731, -0.8297], [-1.6627, 1.5621, -1.3312], [-2.7708, 0.3721, -0.7868], [1.8099, 0.6259, 2.2150], [2.5114, -0.1073, 3.2644], [1.9092, -0.2798, 2.5289]],
  "forces_ev_per_a": [[-0.5115, 0.0429, -1.0451], [-0.2791, -1.3727, 0.5538], [-0.8248, 0.5542, 0.1533], [0.8292, 0.9257, 0.1568], [-0.0314, -0.3993, 0.4965], [0.7719, -0.4077, -0.1359], [0.3041, 0.4400, 0.0858], [-0.2371, 0.1674, -0.2218], [-0.2289, -0.0297, -0.2430], [0.0144, -0.5554, 0.1286], [0.1932, 0.6345, 0.0710]],
  "mulliken_spin": [0.540, 0.135, 0.267, 0.035, 0.032, 0.015, -0.009, -0.013, -0.001, 0.000, 0.000]
}

---

# 2
{
  "formula": "C4H6O2",
  "method": "wB97M-V/def2-TZVPD",
  "gap_ev": 10.47,
  "total_charge": 0,
  "smiles": "CC(=O)CC=O",
  "symbols": ["C", "C", "O", "C", "C", "O", "H", "H", "H", "H", "H", "H"],
  "coordinates": [[1.3852, 0.2604, -0.7559], [0.4604, 0.7695, 0.3202], [0.4773, 1.9087, 0.7260], [-0.5359, -0.2426, 0.8998], [-1.6122, -0.6027, -0.1088], [-1.3840, -1.1565, -1.1578], [0.8055, -0.2072, -1.5583], [2.0401, -0.5166, -0.3445], [1.9899, 1.0835, -1.1401], [-0.0010, -1.1663, 1.1539], [-0.9778, 0.1883, 1.8009], [-2.6475, -0.3186, 0.1646]],
  "forces_ev_per_a": [[0.0606, 0.0840, -0.0355], [0.0378, 0.1865, 0.0260], [-0.0234, -0.4165, -0.1416], [-0.0023, 0.0076, 0.1154], [0.1065, -0.1660, -0.3553], [-0.1404, 0.2252, 0.4723], [0.0763, 0.0609, 0.1281], [-0.1094, 0.0973, -0.0183], [-0.0886, -0.1125, 0.0486], [-0.0601, 0.1158, -0.0642], [0.0505, -0.0612, -0.1339], [0.0926, -0.0212, -0.0415]],
  "mulliken_charge": [-1.060, 0.689, -0.540, -0.479, 0.023, -0.467, 0.326, 0.308, 0.304, 0.279, 0.283, 0.334]
}

---

# 3
{
  "formula": "C7H10O",
  "method": "wB97M-V/def2-TZVPD",
  "gap_ev": [3.30, 6.42],
  "total_charge": -1,
  "spin_multiplicity": 2,
  "symbols": ["O", "C", "C", "C", "C", "C", "C", "C", "H", "H", "H", "H", "H", "H", "H", "H", "H", "H"],
  "coordinates": [[0.9556, -3.5504, -0.6187], [0.2753, -2.8406, -1.3125], [0.4855, -1.4039, -1.7745], [1.1206, -0.6146, -0.5902], [0.0445, -0.1351, 0.3737], [0.0277, 1.1888, 0.7487], [-0.9557, 1.7020, 1.6848], [-1.2181, 3.0298, 1.8813], [-0.6581, -3.2850, -1.7277], [1.2056, -1.4602, -2.6106], [-0.4608, -0.9577, -2.0772], [1.7980, -1.3337, -0.1090], [1.7994, 0.1872, -0.8864], [-0.6805, -0.8384, 0.7703], [0.5756, 2.0329, 0.3453], [-1.6097, 0.9262, 2.0822], [-2.0655, 3.5085, 2.3742], [-0.6396, 3.8440, 1.4464]],
  "forces_ev_per_a": [[0.4484, 0.4273, 0.0888], [-1.1208, -0.0850, -0.9578], [1.4330, -0.2633, 1.0612], [-0.6796, -0.6042, 0.6176], [1.5684, 0.1004, -1.3980], [-2.3088, 1.1963, 2.2904], [0.9244, -0.9743, -1.4386], [-0.5136, 1.8317, 0.4118], [-0.0759, -0.0398, 0.0242], [-0.3264, -0.0226, -0.0327], [0.0437, -0.1046, -0.1376], [0.0602, -0.1037, 0.0101], [-0.4444, 0.2497, -0.2737], [0.1311, -0.0591, 0.0596], [0.6533, -0.4996, -0.5769], [-0.1404, 0.2116, 0.2598], [-0.1048, -0.8361, 0.3024], [0.4521, -0.4248, -0.3105]],
  "mulliken_spin": [-0.032, 0.071, 0.200, -0.079, 0.191, 0.247, 0.061, 0.430, 0.006, -0.093, -0.074, 0.029, -0.015, 0.042, 0.046, -0.026, 0.003, -0.007]
}

---

# 4
{
  "formula": "C5H7N",
  "method": "wB97M-V/def2-TZVPD",
  "gap_ev": 7.02,
  "total_charge": 0,
  "symbols": ["C", "C", "C", "N", "C", "C", "H", "H", "H", "H", "H", "H", "H"],
  "coordinates": [[1.8562, 0.1265, -0.3823], [0.5212, 0.1802, -0.4975], [-0.3022, -1.0266, -0.5183], [-1.5270, -0.6266, -0.3914], [-1.7410, 0.8469, -0.2918], [-0.4430, 1.2745, -0.3998], [-0.1532, -0.2383, 2.3707], [2.3968, -0.8164, -0.3932], [2.4449, 1.0310, -0.2612], [0.0022, -2.0648, -0.6025], [-2.3111, -1.2641, -0.3275], [-0.6028, 0.2625, 2.0470], [-0.1409, 2.3153, -0.3524]],
  "forces_ev_per_a": [[-0.0776, 0.0692, -0.1079], [0.0853, -0.0866, 0.0750], [-0.2151, 0.1425, 0.0837], [-0.0068, -0.2276, -0.0614], [0.4946, -0.1036, -0.1082], [-0.1145, 0.1421, 0.0616], [-0.0503, 0.0146, 0.0420], [-0.1281, 0.1078, -0.0127], [-0.0713, -0.0893, -0.0349], [-0.0333, 0.1548, 0.0614], [0.1062, 0.0885, -0.0780], [0.0573, -0.0447, 0.0944], [-0.0463, -0.1678, -0.0150]],
  "mulliken_charge": [-0.809, 0.960, -0.486, 0.140, -0.710, -0.511, 0.117, 0.257, 0.266, 0.365, 0.210, -0.115, 0.316]
}

---

Per-record max |F|, Eh/bohr: 0.029, 0.011, 0.067, 0.010
Per-record energy, eV: -5716.1022, -8339.6868, -9465.9086, -6783.9454
Per-record energy above the lowest of the compared OMol25 structures with the same formula, charge and spin, kcal/mol: 9.43, 17.86, 40.18, 105.32